The following is a DFT calculation (ωB97M-V with the def2-TZVPD basis set) of C24H18N3O7Se2Te2W as an isolated structure at a distorted geometry.

```
57
Properties=species:S:1:pos:R:3:nbo_charge:R:1
W 0.036 -0.300 -0.078 1.47
O -1.695 -0.663 1.411 -0.62
C -1.435 -1.873 1.209 0.82
O -0.947 -2.139 0.046 -0.64
C -1.334 -2.855 2.321 -0.34
C -0.781 -4.222 1.895 0.09
C -0.761 -5.147 3.124 -0.43
C 0.518 -4.660 3.851 -0.42
C 0.893 -3.451 2.991 0.08
O 0.596 -3.909 1.675 -0.51
C -0.160 -2.337 3.232 -0.33
C 0.310 -0.926 2.929 0.83
O 0.284 -0.031 3.714 -0.52
O 0.844 -0.745 1.664 -0.76
H -2.278 -2.891 2.864 0.27
H -1.217 -4.633 0.990 0.23
H -1.662 -5.030 3.727 0.22
H -0.690 -6.192 2.832 0.24
H 0.364 -4.417 4.901 0.22
H 1.311 -5.403 3.784 0.23
H 1.927 -3.122 3.050 0.23
H -0.471 -2.309 4.274 0.26
O -6.322 2.966 -2.133 -0.53
C -5.568 2.167 -1.682 0.76
O -5.638 1.026 -1.047 -0.49
C -4.191 1.756 -1.433 0.05
C -3.444 2.217 -0.282 -0.16
C -2.225 1.709 -0.026 0.11
N -1.599 0.772 -0.832 -0.58
C -2.190 0.546 -2.052 0.16
C -3.406 1.018 -2.397 -0.22
C -1.409 -0.354 -2.890 0.21
C -1.647 -0.565 -4.236 -0.22
C -0.981 -1.593 -4.881 -0.11
C -0.145 -2.404 -4.137 -0.24
C 0.080 -2.102 -2.809 0.09
N -0.486 -1.052 -2.198 -0.46
C -1.353 2.204 1.041 0.30
C -1.631 3.269 1.881 -0.23
C -0.646 3.717 2.739 -0.10
C 0.597 3.099 2.737 -0.22
C 0.801 2.023 1.907 0.11
N -0.164 1.585 1.079 -0.51
H -3.869 2.977 0.356 0.23
H -3.823 0.795 -3.367 0.24
H -2.357 0.056 -4.760 0.24
H -1.144 -1.777 -5.934 0.24
H 0.352 -3.260 -4.571 0.25
H 0.695 -2.733 -2.190 0.24
H -2.594 3.755 1.843 0.24
H -0.838 4.553 3.397 0.24
H 1.396 3.427 3.385 0.25
H 1.736 1.485 1.883 0.24
Se 2.161 -1.859 -0.362 -0.11
Te 3.349 -1.803 -2.527 0.17
Te 3.564 0.865 -2.433 0.20
Se 1.421 1.371 -1.188 0.00
```

Its net charge is +1. The calculation puts the electronic energy at -7022.18493 Ha. The value obtained for the HOMO energy (spin up / spin down) is -10.328 / -10.328 eV. The calculation puts the LUMO energy (spin up / spin down) at -5.23 / -5.23 eV. Its spin multiplicity is 1.